Computed, not measured: a structure of composition C10H27ClIO2P2PbS in a non-equilibrium geometry, with the ωB97M-V functional and the def2-TZVPD basis.

For the HOMO-LUMO gap (alpha / beta), the calculation gives 4.41 / 4.11 eV. The net charge is +3. As for the relative energy (zero: lowest compared OMol25 entry of this formula, charge and spin): 0.0 kJ/mol.

The geometry in XYZ format:
```
45
Properties=species:S:1:pos:R:3:forces:R:3
C -3.363476 -5.656697 -1.916067 0.2 0.3 0.2
C -2.821324 -4.692416 -0.889001 -1.2 -1.5 3.1
H -3.899013 -6.479078 -1.447921 0.0 0.1 0.3
H -2.524844 -6.052210 -2.496547 -0.1 0.1 0.0
H -4.040939 -5.111698 -2.580090 0.1 0.0 0.0
O -2.863155 -4.640679 0.302715 0.6 0.6 -3.8
I -1.726129 -3.077407 -2.184173 0.1 0.3 0.4
Pb -0.862035 -1.482906 0.147166 0.2 0.2 -0.6
P -2.085881 1.413044 0.082864 -2.3 3.2 -0.5
C -2.669901 2.384128 1.527966 0.9 -0.8 0.8
C -1.761326 2.744900 -1.126167 1.2 -0.4 -0.4
H -2.703432 3.256758 -1.383538 0.1 -0.4 0.3
H -4.363544 1.519282 -0.746803 0.4 -0.1 0.1
H -1.320796 2.297670 -2.026769 -0.2 0.3 0.1
H -3.423127 0.176908 -1.518733 -0.2 0.3 0.1
H -1.894519 3.094253 1.835856 -0.2 -0.2 -0.1
H -1.046176 3.477172 -0.727849 -0.3 -0.3 0.0
C -3.635965 0.708775 -0.578332 0.4 -1.5 0.0
H -3.601317 2.915172 1.283691 0.2 -0.3 -0.3
H -4.045252 -0.023386 0.134745 -0.1 0.3 -0.2
H -2.838914 1.686416 2.354871 -0.2 0.3 0.1
P 2.231034 -1.341428 0.341217 4.1 -0.6 0.1
C 3.209554 -1.345437 1.888278 -1.4 0.6 0.8
C 2.362455 -3.058591 -0.243538 -1.6 -0.5 -0.2
H 2.908958 -0.389302 -1.768724 0.3 0.0 0.1
H 4.316790 -1.075514 -0.878263 -0.4 -0.1 0.2
H 3.615471 0.507880 -0.407309 -0.1 -0.3 0.0
C 3.384997 -0.495393 -0.788291 -0.9 1.0 -0.5
H 1.880923 -3.142471 -1.232571 0.4 -0.1 0.2
H 3.427404 -3.342475 -0.304862 -0.3 0.3 0.1
H 4.178732 -1.846269 1.741850 -0.3 0.0 -0.4
H 2.628762 -1.857519 2.663528 0.3 0.0 0.0
H 1.829750 -3.733350 0.447610 0.4 0.1 -0.2
H 3.342409 -0.302538 2.209663 0.0 -0.3 -0.1
Cl 0.089996 -0.126893 -1.855501 -0.2 -0.2 0.7
C 1.740073 4.108654 2.133589 -0.2 -0.2 0.0
S 0.996158 2.703566 1.265400 1.3 0.0 -0.2
C 1.909870 2.887997 -0.289632 -0.2 0.5 -0.1
O 1.555756 1.449795 1.893791 -0.4 -0.3 -0.3
H 1.531667 5.020860 1.568023 -0.1 -0.1 0.1
H 2.822296 3.951060 2.221817 -0.3 -0.1 -0.1
H 1.277833 4.152110 3.122014 0.1 0.1 -0.1
H 1.716322 3.902187 -0.684923 0.1 -0.5 0.1
H 2.986703 2.780038 -0.089844 -0.4 0.0 0.0
H 1.547154 2.135033 -1.001202 0.1 0.2 0.2
```
Positions in Å, forces in eV/Å.

Computed, not measured: a cluster of 3 separate species, C10H27N3O2PS in total, with the ωB97M-V functional and the def2-TZVPD basis.

For the HOMO-LUMO gap, the calculation gives 7.67 eV. The net charge is +1.

The geometry in XYZ format:
```
44
Properties=species:S:1:pos:R:3:forces:R:3
C -0.135954 0.823432 -3.024879 0.1 0.1 0.0
C -0.647435 -0.303148 -2.116947 0.0 0.0 0.0
C 0.452047 -1.165658 -1.507999 -0.1 -0.1 0.1
C 1.201615 -2.000445 -2.540814 -0.1 -0.1 -0.2
N 1.462984 -0.278562 -0.772133 0.1 0.1 0.0
P 0.978490 0.610018 0.753535 -0.2 -0.3 -0.2
S 2.217224 1.942015 1.239541 0.1 0.1 0.0
H 0.907270 0.688989 -3.330789 0.0 0.0 0.0
H -0.706568 0.875251 -3.949238 0.0 0.0 0.0
H -0.210557 1.804784 -2.553761 0.0 0.0 0.0
H -1.279201 -1.007378 -2.658576 0.1 0.0 0.0
H -1.283379 0.101501 -1.327712 0.0 0.0 0.0
H 0.022428 -1.817431 -0.745024 0.1 0.0 0.0
H 2.259393 -2.152228 -2.315458 0.0 0.0 0.1
H 1.129332 -1.545856 -3.528149 0.1 0.0 0.0
H 0.723284 -2.975763 -2.606417 0.0 0.0 0.0
H 2.277633 -0.844857 -0.522154 0.0 0.0 0.0
H 1.814737 0.435176 -1.420198 0.0 0.0 0.0
H 0.810634 -0.549317 1.528765 0.0 0.1 0.0
H -0.325075 0.937606 0.362959 0.0 0.0 0.0
C 2.381163 5.960401 4.694848 0.0 0.0 0.0
O 2.715668 6.617967 5.654300 0.0 0.0 0.0
N 1.145971 5.992921 4.140829 0.0 0.0 0.0
C 0.801038 5.181141 3.000914 0.0 0.0 0.0
C 0.153476 6.876764 4.728460 0.0 0.0 0.0
H 3.066566 5.264647 4.178463 0.0 0.0 0.0
H 0.494895 5.793716 2.149004 0.0 0.0 0.0
H -0.012595 4.488854 3.236824 0.0 0.0 0.0
H 1.673230 4.599240 2.706488 0.0 0.0 0.0
H 0.491414 7.912508 4.696000 0.0 0.0 0.0
H -0.024814 6.617767 5.772222 0.0 0.0 0.0
H -0.775588 6.784234 4.169919 0.0 0.0 0.0
C -2.150004 -3.987435 -1.535086 -0.2 -0.2 -0.1
O -1.712029 -3.269631 -2.426404 0.2 0.1 0.2
N -1.986689 -5.314576 -1.485019 0.0 0.1 0.0
C -2.559668 -6.123459 -0.425815 0.0 0.0 0.0
C -1.261431 -5.969967 -2.563282 0.0 0.0 0.0
H -2.745594 -3.589211 -0.697693 0.0 0.0 0.0
H -1.782354 -6.667746 0.111997 0.0 0.0 0.0
H -3.271826 -6.843448 -0.830600 0.0 0.0 0.0
H -3.085608 -5.480171 0.277435 0.0 0.0 0.0
H -0.234861 -5.607037 -2.619273 0.0 0.0 0.0
H -1.739896 -5.775199 -3.522608 0.0 0.0 0.0
H -1.249369 -7.040407 -2.376476 0.0 0.0 0.0
```
Positions in Å, forces in eV/Å.

Computed, not measured: a structure of composition C10H27N3S2V in a non-equilibrium geometry, with the ωB97M-V functional and the def2-TZVPD basis.

For the HOMO-LUMO gap (alpha / beta), the calculation gives 6.22 / 7.22 eV. The net charge is +3. The expectation value of S² is 2.02. As for the multiplicity: 3.

The geometry in XYZ format:
```
43
Properties=species:S:1:pos:R:3:forces:R:3
V 0.428444 0.319628 0.267039 -0.4 0.2 0.5
S 0.604452 -1.346888 1.997484 0.8 -0.8 -0.5
S 0.731728 1.707431 -1.688517 0.7 -0.6 -0.7
C 2.455454 -1.300800 2.152603 -0.3 0.3 0.2
C 0.382084 -2.802030 0.856918 0.0 0.1 0.3
C 0.938324 -2.552397 -0.526543 0.1 -0.3 -0.1
N 0.373110 -1.298633 -1.099788 -0.1 0.2 0.0
C 1.011575 -0.988356 -2.414328 0.1 -0.3 -0.3
C 0.534797 0.348058 -2.939300 -0.1 0.2 0.1
H -0.701645 -2.987884 0.821229 0.3 -0.1 0.2
H 0.904275 -3.640595 1.332240 -0.4 0.1 0.0
H 0.684022 -3.396227 -1.185423 0.1 0.1 0.2
H 2.037046 -2.477767 -0.523263 -0.3 0.1 0.0
H 0.758052 -1.783605 -3.133168 0.1 0.3 0.1
H 2.107124 -1.016106 -2.290878 -0.4 0.1 0.1
H -0.535380 0.315140 -3.190239 0.3 0.2 -0.1
H 1.128300 0.645392 -3.811717 -0.4 0.0 0.0
C 2.574147 1.816896 -1.624313 0.0 0.4 0.3
H -0.639535 -1.437865 -1.257080 0.4 -0.1 -0.1
H 3.050326 1.013001 -1.042645 -0.2 0.1 -0.3
H 2.800441 2.774957 -1.138016 0.0 -0.2 -0.2
H 2.971588 1.833986 -2.647294 -0.2 0.0 0.3
H 2.660196 -0.640400 3.002054 0.0 -0.2 -0.1
H 2.978747 -0.908400 1.270129 -0.2 -0.2 0.1
H 2.806261 -2.310739 2.390316 -0.1 0.2 -0.1
C -4.167908 -1.002092 -0.922267 0.1 0.3 0.2
C -4.208210 0.028689 -0.063855 -0.1 -0.4 -0.4
H -4.164636 -2.041326 -0.583048 0.0 0.3 0.0
H -4.200855 -0.860516 -2.006065 0.0 0.1 0.3
H -4.266786 -0.121950 1.018014 -0.1 -0.1 -0.3
H -4.310617 1.062888 -0.407700 0.0 -0.3 0.0
N -1.495771 0.895224 0.758147 0.5 -0.3 0.1
C -1.494028 2.223819 1.459577 -0.3 0.3 -0.1
C -0.270998 2.337092 2.345375 0.1 0.0 0.4
N 0.933270 1.876010 1.583810 0.6 0.1 -0.3
H -2.061537 0.915672 -0.094174 -0.3 0.1 0.1
H -1.975864 0.200794 1.338777 0.1 0.1 -0.1
H -1.493879 3.003434 0.686581 -0.1 -0.2 0.2
H -2.399939 2.299489 2.074934 0.2 0.2 -0.3
H -0.094752 3.372516 2.671350 -0.3 -0.4 0.1
H -0.373807 1.693976 3.228181 0.1 0.2 -0.1
H 1.347314 2.680640 1.105154 0.0 -0.1 0.1
H 1.655067 1.549840 2.229709 -0.1 0.3 0.1
```
Positions in Å, forces in eV/Å.

Computed, not measured: an isolated molecule of C10H28BClNO6PSSi2, with the ωB97M-V functional and the def2-TZVPD basis.

For the HOMO-LUMO gap, the calculation gives 9.02 eV. The SMILES is CCCCO[Si@@](CCC)(O[Si@@](Cl)(CCN)CB(O)O)P(O)(O)=S.

The geometry in XYZ format:
```
51
Properties=species:S:1:pos:R:3:forces:R:3
C 1.036047 2.418944 -3.576360 0.1 0.1 0.0
C -0.243243 3.228208 -3.382446 0.1 -0.1 0.1
C -1.501228 2.355452 -3.277918 0.0 0.1 0.0
C -1.911611 2.057704 -1.853062 0.0 0.0 0.0
O -0.837312 1.394565 -1.168499 -0.1 0.1 0.0
Si -1.039335 0.362056 0.074139 0.0 0.3 -0.1
C -1.497293 -1.360566 -0.479776 -0.1 -0.1 0.0
C -1.622499 -1.541888 -2.004681 0.0 -0.2 0.0
C -0.311507 -1.365609 -2.778261 -0.1 0.1 -0.1
O 0.254833 0.489540 1.064759 0.0 -0.3 -0.2
Si 1.403616 -0.580054 1.617003 0.1 0.0 0.4
Cl 2.153478 -1.571435 -0.035588 0.0 0.0 -0.2
C 2.751477 0.509306 2.298833 0.1 0.1 0.0
C 3.798933 -0.252419 3.124069 0.1 0.0 -0.1
N 3.725617 -1.691711 2.840917 0.1 0.0 0.1
C 0.540153 -1.713606 2.813683 -0.1 0.0 0.0
B 0.233441 -3.201296 2.401539 0.0 0.1 0.0
O -1.051472 -3.719660 2.407133 0.2 -0.3 -0.5
O 1.254461 -4.050452 2.089846 0.0 0.1 0.2
P -2.773024 1.111175 1.361712 0.1 -0.1 0.0
O -2.600921 2.723613 1.424440 0.3 -0.1 0.0
O -2.377242 0.656414 2.877042 -0.2 0.1 0.1
S -4.507808 0.453063 0.875216 0.0 0.0 0.0
H 1.016626 1.876959 -4.524722 0.0 -0.1 0.0
H 1.169018 1.704304 -2.764170 0.0 0.0 0.0
H 1.911870 3.071012 -3.592804 0.0 0.0 0.0
H -0.147785 3.822193 -2.467983 0.0 0.0 0.0
H -0.352198 3.940152 -4.203490 0.0 0.0 0.0
H -1.343702 1.411349 -3.808687 0.0 0.0 0.0
H -2.351809 2.853566 -3.751997 0.0 0.0 0.0
H -2.819734 1.445271 -1.834689 0.0 0.0 0.0
H -2.130674 2.987123 -1.318709 0.0 0.0 0.0
H -0.817810 -2.124237 -0.086741 0.1 0.1 0.0
H -2.482207 -1.556070 -0.037776 0.0 0.0 0.1
H -1.985230 -2.559861 -2.169054 -0.1 0.1 -0.1
H -2.404195 -0.886461 -2.395297 0.1 0.1 0.1
H 0.365893 -0.667593 -2.286933 0.0 0.0 0.0
H -0.496588 -0.975083 -3.780539 0.0 -0.1 0.0
H 0.206828 -2.318174 -2.895341 0.1 0.0 0.1
H 3.218908 0.987661 1.432720 -0.1 0.0 0.0
H 2.292248 1.317722 2.875632 0.0 0.0 0.0
H 3.624626 -0.099259 4.189772 -0.1 -0.1 0.0
H 4.793527 0.156124 2.921640 0.0 0.0 0.1
H 4.365790 -1.966397 2.106572 -0.1 0.0 -0.1
H 3.952593 -2.250006 3.653697 0.0 0.0 0.0
H 1.197326 -1.752867 3.688415 0.0 -0.1 0.0
H -0.395301 -1.235419 3.119963 0.0 0.1 0.0
H -1.711741 -3.194501 1.951260 -0.2 0.3 0.3
H 0.906173 -4.898188 1.797869 0.0 -0.1 0.0
H -2.877337 3.094360 2.271899 -0.2 0.1 0.0
H -1.582675 1.104976 3.195753 0.1 -0.1 -0.1
```
Positions in Å, forces in eV/Å.